1.
C40H47N4O5Ti | the ωB97M-V functional and the def2-TZVPD basis

Each line ends with the Löwdin charge.
Cartesian coordinates (Å):
Ti 0.995 -1.872 -0.059  1.21
C 0.615 -3.986 1.945  -0.20
C 1.791 -3.197 2.188  -0.19
C 1.388 -1.810 2.190  -0.34
C -0.026 -1.766 1.894  -0.34
C -0.511 -3.151 1.813  -0.19
C -1.960 -3.551 1.990  0.00
C -0.854 -0.554 2.316  -0.03
C 2.059 -0.693 2.922  -0.04
C 3.155 -3.641 2.683  -0.01
C 0.528 -5.510 1.982  -0.02
H -2.573 -3.609 1.059  0.08
H -2.094 -4.570 2.454  0.09
H -2.445 -2.685 2.564  0.11
H -1.826 -0.484 1.837  0.06
H -0.358 0.451 2.167  0.10
H -0.990 -0.617 3.368  0.07
H 3.150 -0.648 2.782  0.08
H 1.873 -0.737 4.037  0.12
H 1.707 0.271 2.574  0.07
H 3.360 -4.684 2.374  0.09
H 3.270 -3.579 3.751  0.08
H 3.960 -2.939 2.283  0.10
H 0.949 -5.916 1.033  0.09
H -0.571 -5.837 2.068  0.09
H 1.079 -6.006 2.808  0.09
C -4.125 2.773 -4.529  -0.02
O -2.989 2.049 -3.987  -0.08
C -1.786 1.977 -4.614  -0.23
C -1.342 2.876 -5.563  0.00
C -0.026 2.757 -6.083  -0.07
C 0.765 1.702 -5.697  -0.10
C 0.391 0.833 -4.687  -0.02
C -0.890 0.979 -4.148  -0.15
N -1.347 0.251 -2.975  0.16
C -0.557 0.002 -1.908  -0.31
N 0.288 1.011 -1.578  0.18
C 1.396 0.993 -0.722  -0.15
C 1.941 -0.200 -0.230  -0.17
C 3.321 -0.197 0.210  -0.09
C 3.931 1.043 0.313  -0.09
C 3.343 2.267 0.021  0.02
C 2.046 2.222 -0.553  -0.17
O 1.377 3.325 -1.098  -0.10
C 1.684 4.578 -0.553  -0.09
N -0.702 -1.079 -1.131  0.04
C -1.630 -2.036 -1.512  -0.23
C -1.248 -3.112 -2.300  -0.04
C -2.111 -4.170 -2.596  -0.08
C -3.427 -4.082 -2.179  -0.07
C -3.957 -2.890 -1.571  0.00
C -3.079 -1.896 -1.102  -0.23
O -3.379 -0.938 -0.224  -0.09
C -4.723 -0.677 0.223  -0.04
H -4.950 2.496 -3.931  0.08
H -4.368 2.434 -5.516  0.10
H -3.999 3.822 -4.438  0.08
H -1.968 3.678 -5.925  0.11
H 0.292 3.589 -6.703  0.11
H 1.819 1.603 -6.119  0.13
H 1.002 -0.038 -4.343  0.14
H -2.223 -0.292 -3.044  0.17
H 0.036 1.851 -2.089  0.16
H 3.878 -1.146 0.432  0.13
H 4.985 1.043 0.659  0.12
H 3.850 3.218 0.178  0.12
H 2.538 5.083 -1.068  0.11
H 1.911 4.537 0.509  0.09
H 0.779 5.231 -0.694  0.11
H -0.270 -3.047 -2.796  0.12
H -1.726 -5.093 -3.176  0.14
H -4.131 -4.824 -2.416  0.09
H -5.023 -2.807 -1.447  0.10
H -4.682 0.023 1.078  0.10
H -5.225 -1.573 0.586  0.09
H -5.334 -0.161 -0.499  0.09
N -2.068 4.730 3.947  0.07
C -0.721 4.550 4.327  -0.32
C -0.233 3.483 5.088  -0.07
C 0.947 3.648 5.789  -0.11
C 1.770 4.767 5.684  -0.13
C 1.339 5.776 4.907  -0.13
C 0.194 5.670 4.118  -0.03
H -2.246 4.885 2.935  0.10
H -2.617 3.885 4.166  0.08
H -0.909 2.617 5.129  0.11
H 1.259 2.805 6.472  0.12
H 2.689 4.809 6.262  0.11
H 1.928 6.710 4.871  0.12
H 0.074 6.374 3.318  0.09
C 3.689 -3.623 -2.459  0.03
C 2.664 -2.969 -1.635  -0.60
O 1.889 -2.058 -2.090  -0.07
O 2.495 -3.387 -0.394  -0.09
H 3.505 -3.407 -3.505  0.09
H 3.659 -4.704 -2.208  0.11
H 4.672 -3.227 -2.210  0.10

Total charge: +1
Gap between HOMO and LUMO (spin up / spin down), eV: 6.489 / 6.489
Highest occupied orbital energy (spin up / spin down), eV: -9.801 / -9.801
Maximum force, eV Å⁻¹: 3.34

=====

2.
C40H48AsF6N3OPSbV | the ωB97M-V functional and the def2-TZVPD basis

Each line ends with the Löwdin charge.
Cartesian coordinates (Å):
V 0.421 0.205 0.975  0.75
C -5.215 1.350 -2.314  -0.06
C -4.697 0.220 -1.706  -0.06
C -3.630 0.334 -0.829  -0.08
C -3.084 1.578 -0.541  -0.36
C -3.588 2.711 -1.188  -0.11
C -4.653 2.595 -2.062  -0.06
P -1.595 1.720 0.477  1.04
C -1.787 3.176 1.560  -0.34
C -3.008 3.826 1.725  -0.10
C -3.102 4.946 2.537  -0.06
C -1.983 5.424 3.199  -0.07
C -0.769 4.772 3.053  -0.07
C -0.670 3.653 2.241  -0.10
C -0.271 2.185 -0.610  -0.41
C -0.337 2.708 -1.912  -0.05
C 0.816 3.211 -2.456  -0.05
C 2.013 3.201 -1.712  -0.05
C 2.076 2.600 -0.477  -0.10
C 0.931 2.010 0.094  -0.27
H -6.048 1.265 -2.995  0.11
H -5.115 -0.752 -1.916  0.11
H -3.214 -0.560 -0.386  0.08
H -3.148 3.684 -1.012  0.11
H -5.041 3.476 -2.552  0.11
H -3.900 3.463 1.233  0.10
H -4.055 5.439 2.652  0.11
H -2.058 6.296 3.832  0.11
H 0.107 5.130 3.572  0.11
H 0.291 3.157 2.133  0.09
H -1.271 2.742 -2.457  0.11
H 0.808 3.637 -3.449  0.11
H 2.900 3.650 -2.136  0.11
H 3.029 2.554 0.039  0.10
C -4.172 0.720 3.203  -0.13
C -3.010 0.656 4.179  -0.55
C -2.722 1.993 4.826  -0.12
Sb -1.306 -0.473 3.425  1.57
C -0.235 -0.305 5.301  -0.54
C 0.528 -1.491 5.863  -0.13
C 0.683 0.913 5.186  -0.15
C -2.545 -2.279 3.341  -0.53
C -2.882 -2.596 1.890  -0.15
C -2.155 -3.545 4.082  -0.13
H -5.027 1.204 3.675  0.09
H -4.498 -0.267 2.876  0.06
H -3.937 1.296 2.312  0.04
H -3.294 -0.036 4.981  0.09
H -2.330 2.716 4.122  0.04
H -2.012 1.912 5.650  0.07
H -3.644 2.404 5.237  0.09
H -1.058 -0.066 5.990  0.08
H 1.443 -1.687 5.301  0.06
H -0.057 -2.407 5.873  0.06
H 0.812 -1.267 6.890  0.09
H 1.523 0.698 4.520  0.07
H 1.097 1.170 6.162  0.09
H 0.167 1.800 4.807  0.05
H -3.449 -1.897 3.830  0.07
H -2.025 -3.026 1.369  0.07
H -3.200 -1.705 1.347  0.03
H -3.701 -3.316 1.839  0.09
H -1.352 -4.087 3.583  0.07
H -3.025 -4.200 4.113  0.09
H -1.854 -3.359 5.110  0.06
F 1.644 -0.907 2.381  -0.37
As 1.535 -2.754 2.073  0.84
F 2.738 -2.994 3.258  -0.18
F 0.302 -2.741 3.283  -0.27
F 2.722 -2.672 0.834  -0.18
F 0.305 -2.101 0.897  -0.31
F 1.179 -4.371 1.701  -0.18
C 5.983 -2.999 -8.843  -0.05
C 4.825 -2.833 -7.909  -0.27
C 4.588 -1.620 -7.274  -0.04
C 3.495 -1.444 -6.443  -0.03
C 2.630 -2.506 -6.204  -0.26
N 1.496 -2.360 -5.369  0.13
C 1.432 -1.831 -4.114  -0.51
O 0.368 -1.593 -3.573  0.06
N 2.660 -1.686 -3.487  0.16
C 2.885 -1.147 -2.233  -0.17
C 4.198 -0.946 -1.808  0.03
C 4.435 -0.407 -0.560  -0.02
C 3.362 -0.086 0.249  -0.15
N 2.110 -0.293 -0.153  -0.10
C 1.862 -0.793 -1.355  -0.04
C 2.855 -3.727 -6.829  -0.01
C 3.936 -3.879 -7.678  -0.03
H 6.822 -2.371 -8.548  0.08
H 5.701 -2.720 -9.859  0.09
H 6.322 -4.033 -8.866  0.08
H 5.257 -0.789 -7.450  0.12
H 3.301 -0.478 -6.000  0.12
H 0.586 -2.577 -5.747  0.16
H 3.478 -1.955 -4.012  0.13
H 5.023 -1.213 -2.452  0.13
H 5.443 -0.245 -0.210  0.12
H 3.494 0.318 1.247  0.13
H 0.825 -0.938 -1.644  0.12
H 2.189 -4.555 -6.637  0.12
H 4.097 -4.834 -8.157  0.12

Total charge: +1
⟨S²⟩: 2.10
Gap between HOMO and LUMO (spin up / spin down), eV: 6.834 / 7.978
Multiplicity: 3
Highest occupied orbital energy (spin up / spin down), eV: -10.811 / -10.810
Maximum force, eV Å⁻¹: 0.80

=====

In order of appearance, energy above the lowest of the compared OMol25 structures with the same formula, charge and spin = 10.8, 31.8 kcal per mole.
In order of appearance, total energy = -81549.317, -167432.621 eV.